Record 1
# C28H79N5O9

A 9-piece molecular cluster, C28H79N5O9 overall (wB97M-V/def2-TZVPD, OMol25).

Each line ends with the Löwdin charge.
Geometry (Å):
C  -0.803  -1.745  -3.610  -0.1035
O  -1.040  -2.619  -4.703  -0.2063
C  -0.093  -2.344  -5.756  -0.1689
C  -0.662  -2.855  -7.131  -0.4299
C  -1.137  -4.266  -7.280  -0.0809
N  0.343  -2.541  -8.152  0.0161
H  -1.316  -2.147  -2.737  0.0880
H  -1.078  -0.755  -3.972  0.0967
H  0.259  -1.826  -3.379  0.0734
H  0.151  -1.282  -5.750  0.1156
H  0.847  -2.837  -5.506  0.1180
H  -1.548  -2.292  -7.425  0.1290
H  -1.221  -4.661  -8.293  0.0787
H  -2.093  -4.450  -6.790  0.0737
H  -0.484  -4.816  -6.603  0.0776
H  1.199  -3.008  -7.889  0.0617
H  0.133  -2.809  -9.103  0.0660
C  -4.973  1.531  3.489  -0.0658
O  -3.741  2.101  4.088  -0.2067
C  -2.600  1.861  3.241  -0.1979
C  -1.454  2.657  3.896  -0.3648
C  -1.613  4.206  4.003  -0.0373
N  -0.304  2.433  3.008  0.0323
H  -4.824  0.471  3.282  0.0862
H  -5.435  2.176  2.742  0.0804
H  -5.716  1.629  4.280  0.0756
H  -2.272  0.823  3.183  0.1095
H  -2.872  2.229  2.251  0.1214
H  -1.249  2.161  4.845  0.1445
H  -2.611  4.377  4.408  0.0664
H  -1.741  4.631  3.008  0.0782
H  -0.781  4.588  4.595  0.0616
H  -0.345  3.038  2.200  0.0808
H  0.580  2.724  3.401  0.0249
C  0.496  -5.794  6.797  -0.0645
O  1.066  -4.535  6.388  -0.2428
C  0.752  -3.995  5.102  -0.1666
C  1.806  -2.871  4.696  -0.4324
C  2.086  -2.701  3.214  -0.0627
N  3.033  -3.071  5.410  0.0344
H  1.237  -6.594  6.792  0.0837
H  -0.345  -5.953  6.123  0.0839
H  0.212  -5.586  7.829  0.0865
H  0.792  -4.861  4.442  0.1104
H  -0.271  -3.671  4.910  0.1144
H  1.484  -1.906  5.087  0.1296
H  2.704  -3.524  2.855  0.0751
H  2.850  -1.932  3.095  0.0785
H  1.172  -2.470  2.665  0.0686
H  2.756  -3.403  6.323  0.0625
H  3.395  -3.899  4.958  0.0703
C  6.959  -0.868  -0.156  -0.0756
O  6.122  -2.008  0.252  -0.1864
C  5.097  -2.431  -0.667  -0.1553
C  3.720  -2.492  0.113  -0.4426
C  2.687  -3.137  -0.748  -0.0756
N  3.101  -1.235  0.360  0.0662
H  7.926  -0.803  0.343  0.0754
H  6.491  0.089  0.075  0.0732
H  7.262  -0.953  -1.199  0.0797
H  4.926  -1.950  -1.630  0.1170
H  5.321  -3.481  -0.856  0.1189
H  3.894  -3.038  1.040  0.1182
H  1.697  -3.105  -0.292  0.0742
H  2.882  -4.147  -1.109  0.0812
H  2.560  -2.581  -1.677  0.0645
H  3.863  -0.716  0.774  0.0881
H  2.335  -1.280  1.017  0.0327
C  -6.317  4.868  -3.354  -0.0627
O  -5.776  3.600  -2.833  -0.2030
C  -6.672  2.653  -2.419  -0.2132
C  -5.835  1.423  -1.710  -0.3479
C  -4.546  1.049  -2.608  -0.0551
N  -6.608  0.219  -1.583  -0.0002
H  -6.958  4.511  -4.160  0.0799
H  -5.571  5.631  -3.574  0.0853
H  -7.061  5.485  -2.851  0.0728
H  -7.465  3.085  -1.810  0.1159
H  -7.169  2.219  -3.287  0.1099
H  -5.455  1.740  -0.738  0.1162
H  -3.991  0.201  -2.209  0.0498
H  -3.847  1.882  -2.689  0.0636
H  -4.835  0.712  -3.604  0.0717
H  -5.975  -0.565  -1.651  0.0543
H  -7.084  -0.106  -2.413  0.0650
C  -1.264  -0.050  -0.133  -0.0342
C  -0.441  -0.715  1.113  -0.2501
O  0.634  0.148  1.522  -0.1393
H  -1.444  1.008  0.061  0.0537
H  -2.234  -0.543  -0.207  0.0536
H  -0.810  -0.097  -1.123  0.0361
H  0.026  -1.673  0.885  0.0713
H  -1.037  -0.934  1.998  0.0907
H  0.221  0.792  2.102  0.0063
C  3.044  2.218  3.472  -0.0823
C  2.961  3.635  4.034  -0.3152
O  1.649  4.103  4.340  -0.0886
H  2.905  2.429  2.412  0.0719
H  2.198  1.670  3.888  0.0720
H  3.978  1.698  3.684  0.0843
H  3.589  4.325  3.470  0.1137
H  3.526  3.411  4.938  0.1014
H  1.802  4.907  4.841  0.0937
C  0.402  3.842  -0.994  -0.0841
C  0.192  3.663  -2.490  -0.3471
O  -0.169  2.365  -2.775  -0.0782
H  0.621  4.877  -0.733  0.0721
H  1.210  3.177  -0.690  0.0609
H  -0.472  3.501  -0.439  0.0610
H  1.166  3.902  -2.917  0.1000
H  -0.580  4.311  -2.906  0.1131
H  0.581  1.800  -2.574  0.0219
C  3.761  1.538  -2.139  -0.0574
C  2.709  0.471  -2.530  -0.3261
O  1.532  0.518  -1.803  -0.1015
H  4.771  1.341  -2.497  0.0712
H  3.865  1.584  -1.055  0.0594
H  3.334  2.514  -2.371  0.0613
H  3.127  -0.535  -2.500  0.0819
H  2.471  0.630  -3.581  0.1149
H  1.763  0.084  -0.979  0.0582

Values from the calculation:
total charge	0
HOMO level	-9.003	eV
HOMO-LUMO gap	9.5734	eV
LUMO level	0.570	eV

***

Record 2
# C28H7B6CdNO48

C28H7B6CdNO48 as an isolated structure (wB97M-V/def2-TZVPD, OMol25).

Each line ends with the Löwdin charge.
Geometry (Å):
Cd  -0.327  0.255  -0.277  1.4294
O  -5.535  6.667  -3.481  0.1301
C  -5.224  5.527  -3.290  -0.3925
O  -4.149  4.901  -3.731  0.2414
B  -4.194  3.529  -3.202  -0.8883
O  -5.479  3.296  -2.579  0.2450
C  -6.086  4.487  -2.499  -0.3562
O  -7.156  4.684  -1.984  0.1396
O  -3.111  3.217  -2.208  0.2234
C  -2.615  1.998  -2.423  -0.3317
O  -1.829  1.375  -1.752  0.0432
C  -3.285  1.519  -3.732  -0.4032
O  -3.989  2.485  -4.215  0.2410
O  -3.052  0.456  -4.250  0.1480
O  -0.574  -1.099  -2.210  0.0480
C  -0.579  -2.119  -2.864  -0.3252
O  0.369  -3.028  -2.859  0.2483
B  -0.070  -4.200  -3.669  -0.8090
O  -1.423  -3.868  -4.188  0.2186
C  -1.805  -2.723  -3.653  -0.3682
O  -2.853  -2.217  -3.940  0.1417
O  0.843  -4.537  -4.801  0.2109
C  1.434  -5.696  -4.524  -0.3909
O  2.433  -6.144  -5.036  0.1165
C  0.804  -6.283  -3.265  -0.4257
O  -0.102  -5.450  -2.864  0.2441
O  1.166  -7.319  -2.769  0.1490
O  -7.277  4.689  1.955  0.1345
C  -6.197  4.290  2.288  -0.3768
O  -5.771  3.057  2.007  0.2444
B  -4.395  3.035  2.521  -0.8863
O  -4.164  4.250  3.285  0.2380
C  -5.112  5.136  3.036  -0.3833
O  -5.167  6.270  3.408  0.1344
O  -3.351  2.952  1.443  0.2470
C  -2.683  1.825  1.615  -0.3253
O  -1.756  1.387  0.976  0.0216
C  -3.193  1.118  2.911  -0.3842
O  -4.125  1.887  3.390  0.2406
O  -2.726  0.139  3.431  0.1648
O  -0.094  -2.024  3.637  0.1640
C  -0.503  -2.810  2.831  -0.3814
O  -0.218  -4.089  2.821  0.2386
B  -1.124  -4.719  1.836  -0.8111
O  -1.529  -3.631  0.865  0.2532
C  -1.168  -2.513  1.430  -0.3355
O  -1.107  -1.428  0.878  0.0222
O  -2.287  -5.410  2.464  0.2190
C  -2.127  -6.716  2.295  -0.3851
O  -2.846  -7.541  2.806  0.1072
C  -0.960  -6.964  1.311  -0.3976
O  -0.399  -5.792  1.115  0.2347
O  -0.611  -8.011  0.853  0.1519
O  3.391  -7.415  0.024  0.1474
C  3.286  -6.260  0.328  -0.4250
O  2.828  -5.272  -0.382  0.2357
B  3.078  -3.955  0.326  -0.8562
O  3.456  -4.397  1.648  0.2282
C  3.825  -5.693  1.632  -0.3624
O  4.489  -6.221  2.481  0.1302
O  4.126  -3.101  -0.238  0.2568
C  3.661  -1.881  -0.392  -0.3821
O  4.238  -0.882  -0.738  0.1362
C  2.192  -1.867  0.023  -0.3229
O  1.881  -3.098  0.384  0.2709
O  1.473  -0.940  -0.260  0.0246
O  6.610  3.608  2.650  0.1179
C  5.414  3.455  2.734  -0.4268
O  4.747  2.350  2.850  0.2442
B  3.290  2.665  2.906  -0.8417
O  3.160  4.116  2.684  0.2376
C  4.384  4.586  2.567  -0.4110
O  4.731  5.709  2.268  0.1090
O  2.784  2.173  4.236  0.2144
C  1.941  1.178  4.037  -0.3858
O  1.398  0.445  4.806  0.1720
C  1.567  1.234  2.518  -0.3177
O  2.508  1.939  1.887  0.2084
O  0.653  0.679  1.951  0.0690
C  4.657  5.264  -1.042  -0.1073
C  3.635  4.215  -0.649  -0.2368
C  2.952  3.339  -1.751  -0.1304
C  1.855  2.550  -1.247  -0.1328
N  0.949  1.961  -0.875  0.1738
H  5.344  4.783  -1.750  0.0689
H  5.281  5.696  -0.265  0.0674
H  4.161  5.978  -1.707  0.0692
H  2.924  4.791  -0.054  0.1202
H  4.142  3.520  0.023  0.1081
H  3.597  2.595  -2.224  0.1305
H  2.674  4.055  -2.526  0.1216

Values from the calculation:
total charge	-4
HOMO level	-2.439	eV
HOMO-LUMO gap	8.7517	eV
LUMO level	6.313	eV

***

Listing E for the structures above in their given order: -56187.4286 -137578.2567 eV.
Listing energy relative to the best compared isomer or geometry (same formula, charge and spin) for the structures above in their given order: 509.8 211.2 kJ/mol.
Listing F_max for the structures above in their given order: 3.430 2.846 eV/A.